Molecular formula: C5H8N2O3
Method: DFT, ωB97M-V with the def2-TZVPD basis set

CARTESIAN COORDINATES (ANGSTROEM)
C (1.40, -2.06, -0.29)
N (0.15, -1.64, 0.33)
N (-0.21, -0.31, 0.03)
C (-0.99, 0.22, -0.87)
O (-1.51, -0.58, -1.86)
C (-1.07, 1.59, -0.79)
C (-0.31, 1.99, 0.38)
O (-0.19, 3.22, 0.95)
C (0.18, 0.84, 0.88)
O (0.93, 0.63, 2.02)
H (1.60, -3.17, -0.22)
H (1.41, -1.76, -1.32)
H (2.24, -1.79, 0.26)
H (-0.66, -2.39, 0.18)
H (-2.06, -0.05, -2.55)
H (-1.59, 2.22, -1.49)
H (-0.10, 3.35, 1.91)
H (0.79, -0.29, 2.44)

Output
LUMO (Ha): 0.0224
Total charge: 0


Molecular formula: C5H14NO2
Method: DFT, ωB97M-V with the def2-TZVPD basis set

CARTESIAN COORDINATES (ANGSTROEM)
C (-1.42, 0.89, 1.90)
C (-0.45, 0.41, 0.73)
C (-1.36, -0.54, -0.19)
C (-1.30, -1.97, 0.34)
N (0.16, 1.46, 0.03)
C (1.34, 1.19, -0.97)
O (1.39, -0.08, -1.23)
H (-0.95, 1.52, 2.63)
H (-2.15, 1.58, 1.30)
H (-1.77, -0.01, 2.38)
H (0.35, -0.29, 1.14)
H (-2.35, -0.24, -0.04)
H (-1.13, -0.43, -1.32)
H (-1.15, -2.43, -0.62)
H (-2.10, -2.22, 1.00)
H (-0.30, -2.16, 0.82)
H (-0.69, 2.05, -0.43)
H (1.50, 2.00, -1.85)
H (2.13, 1.33, -0.20)
H (2.70, -0.68, -2.02)
H (3.88, -0.56, -1.28)
O (3.67, -0.85, -2.11)

Output
Expectation value of S²: 0.75
LUMO (spin up / spin down) (Ha): 0.2313 / 0.2297
Total charge: -2
Multiplicity: 2


ΔE to the lowest compared entry with this formula, charge and spin, record by record: 85.3; 51.1 kcal/mol